Record 1
DFT (the ωB97M-V functional and the def2-TZVPD basis) results for one molecule with the formula C27H34O11.

Last column: Mulliken charge in e.
Element x y z (Å)
1 C -8.54115 -1.00862 -2.91610  -0.71
2 O -7.80980 -1.95082 -2.16498  -0.48
3 C -6.91380 -1.56103 -1.21374  0.47
4 C -6.40830 -2.61087 -0.45118  -0.68
5 C -5.48570 -2.40716 0.55495  -0.84
6 C -5.04485 -1.12275 0.82579  -1.18
7 C -4.02373 -0.86224 1.89476  -0.10
8 O -4.19462 0.42534 2.45328  -0.48
9 C -3.00178 0.72201 3.12818  -0.88
10 C -1.86127 0.19618 2.24092  -0.23
11 C -2.54097 -0.91666 1.41575  0.06
12 C -2.30817 -0.47764 -0.03703  -1.12
13 O -2.10722 0.91467 -0.00430  -0.52
14 C -1.38552 1.21396 1.18252  -0.48
15 C 0.10839 1.17197 0.93124  -0.08
16 C 0.83163 -0.00835 0.93724  -0.57
17 C 2.18926 -0.00499 0.64995  -1.17
18 C 2.83634 1.17527 0.34782  1.14
19 O 4.18182 1.28003 0.06572  -0.37
20 C 4.84967 0.17223 -0.42848  -0.18
21 O 5.10513 -0.75903 0.59546  -0.43
22 C 5.80261 -1.89832 0.13844  -0.08
23 C 5.94151 -2.87207 1.31753  -0.57
24 O 6.30031 -4.15566 0.90087  -0.59
25 C 7.17461 -1.49682 -0.42748  0.10
26 O 7.83863 -2.64090 -0.90404  -0.60
27 C 6.98834 -0.46748 -1.54766  -0.21
28 O 8.26282 -0.06492 -1.98547  -0.58
29 C 6.16687 0.70598 -1.01712  0.09
30 O 5.92653 1.60494 -2.06846  -0.60
31 C 2.11391 2.38383 0.32127  0.80
32 O 2.82857 3.49383 -0.01408  -0.48
33 C 2.16634 4.73592 -0.02133  -0.95
34 C 0.76197 2.36203 0.61941  -0.81
35 C -5.53452 -0.06600 0.07104  0.14
36 C -6.45771 -0.25578 -0.94764  1.24
37 O -6.93335 0.77877 -1.71533  -0.47
38 C -6.46054 2.07760 -1.45428  -0.90
39 H -9.10712 -0.33128 -2.27309  0.27
40 H -9.23228 -1.60111 -3.51602  0.30
41 H -7.89575 -0.42462 -3.57517  0.24
42 H -6.77074 -3.60096 -0.67759  0.43
43 H -5.11732 -3.24514 1.12680  0.45
44 H -4.13664 -1.61587 2.69505  0.57
45 H -2.96697 1.79869 3.29671  0.39
46 H -2.97849 0.20544 4.10148  0.29
47 H -1.02641 -0.14731 2.84941  0.57
48 H -2.12924 -1.90986 1.59079  0.60
49 H -1.42035 -0.98251 -0.44457  0.28
50 H -3.15832 -0.67550 -0.69041  0.61
51 H -1.66876 2.23686 1.45265  0.67
52 H 0.35786 -0.94756 1.17391  0.48
53 H 2.75017 -0.92470 0.68406  0.45
54 H 4.25802 -0.31668 -1.23223  0.56
55 H 5.23086 -2.39637 -0.66312  0.42
56 H 6.66965 -2.46157 2.03164  0.31
57 H 4.97531 -2.95657 1.82019  0.33
58 H 7.05803 -4.07139 0.30403  0.36
59 H 7.76465 -1.02290 0.37369  0.22
60 H 8.58881 -2.33179 -1.42855  0.41
61 H 6.43686 -0.93219 -2.38239  0.27
62 H 8.14236 0.71519 -2.54024  0.41
63 H 6.71816 1.20051 -0.20217  0.17
64 H 5.29111 2.25978 -1.74956  0.39
65 H 2.92276 5.46959 -0.29554  0.24
66 H 1.76484 4.98299 0.96635  0.36
67 H 1.35782 4.75669 -0.75913  0.37
68 H 0.18687 3.27409 0.60017  0.44
69 H -5.16931 0.91886 0.30618  0.51
70 H -5.37665 2.14719 -1.58933  0.34
71 H -6.95797 2.71659 -2.18315  0.25
72 H -6.72406 2.40694 -0.44430  0.35

Computed properties:
Maximum force (eV Å⁻¹): 0.9
SMILES: COc1ccc([C@@H]2OC[C@H]3[C@@H]2CO[C@@H]3c2ccc(O[C@@H]3O[C@H](CO)[C@@H](O)[C@H](O)[C@H]3O)c(OC)c2)cc1OC
Energy above the lowest of the compared OMol25 structures with the same formula, charge and spin (kJ/mol): 125.71
Highest occupied orbital energy (eV): -7.94

---

Record 2
DFT (the ωB97M-V functional and the def2-TZVPD basis) results for a 10-piece molecular cluster, C5H27NO10 overall at a distorted geometry.

Last column: Löwdin spin population.
Element x y z (Å)
1 O 3.22653 -0.65193 0.17728  0.31
2 C 2.98428 -0.74626 -1.08799  0.48
3 C 1.69443 0.01600 -1.45962  0.06
4 C 0.54484 -0.54609 -0.50933  0.02
5 C 0.25860 -1.99065 -0.30100  0.01
6 C -0.95338 -2.40355 0.06709  0.00
7 N 1.88829 1.42421 -1.10709  0.03
8 H 3.72109 -0.89443 -1.88789  0.05
9 H 1.27890 -0.14682 -2.45414  0.00
10 H -0.31079 0.10016 -0.75079  0.00
11 H 0.82889 -0.18774 0.49423  0.00
12 H 1.12542 -2.63957 -0.40698  0.01
13 H -1.11696 -3.43234 0.35141  0.00
14 H -1.77130 -1.71450 0.26471  0.00
15 H 2.33174 1.38816 -0.19421  0.00
16 H 1.08006 2.03054 -1.05971  0.00
17 H 0.12221 -0.65658 3.39796  0.00
18 H 1.56905 0.03133 3.45237  0.00
19 O 0.61064 0.15028 3.56454  0.00
20 H 3.58571 -1.37739 2.22084  0.00
21 H 2.21411 -1.36126 2.19040  0.00
22 O 2.87380 -1.11383 2.83113  0.00
23 H 0.61570 1.98534 3.73436  0.00
24 H 1.04626 3.22485 3.01821  0.00
25 O 0.59214 2.95441 3.82050  0.00
26 H -3.24250 0.90479 1.66432  0.00
27 H -3.34681 0.56686 0.24753  0.00
28 O -3.83918 0.44606 1.07567  0.00
29 H -0.75390 -1.97960 -2.90971  0.00
30 H -0.41859 -2.00785 -4.40025  0.00
31 O -0.06702 -1.74330 -3.54494  0.00
32 H 0.67867 1.81913 -4.28062  0.00
33 H 1.28215 2.86275 -3.29162  0.00
34 O 0.60266 2.68698 -3.95063  0.00
35 H -2.14638 -2.13408 2.89330  0.00
36 H -1.87028 -1.47746 4.17043  0.00
37 O -1.56376 -2.23968 3.65926  0.00
38 H -3.55907 1.46618 -1.44168  0.00
39 H -4.29851 0.07427 -1.70478  0.00
40 O -3.49189 0.58164 -1.81496  0.00
41 H -1.76083 1.64533 -1.30268  0.00
42 H -0.81953 2.57476 -2.08842  0.00
43 O -1.42550 2.51091 -1.34650  0.00

Computed properties:
Maximum force (eV Å⁻¹): 2.3
2S+1: 2
Net charge: -1
Energy above the lowest of the compared OMol25 structures with the same formula, charge and spin (kJ/mol): 139.57
Highest occupied orbital energy (spin up / spin down) (eV): -1.08 / -4.20
Expectation value of S²: 0.75

---

Record 3
DFT (the ωB97M-V functional and the def2-TZVPD basis) results for a 2-piece molecular cluster, C4H14NO2 overall at a distorted geometry.

Last column: Mulliken charge in e.
Element x y z (Å)
1 C -1.91487 1.07718 0.97752  -1.52
2 C -0.61826 0.67792 0.31599  0.24
3 C 0.53567 0.49585 1.34431  -0.80
4 C 1.74879 -0.23369 0.89448  -0.59
5 O 1.42611 -1.41850 0.15842  -0.58
6 N -0.80822 -0.53618 -0.50799  -0.21
7 H -2.77925 0.95737 0.33870  0.40
8 H -2.13924 0.36163 1.78347  0.41
9 H -1.98245 2.05059 1.46272  0.38
10 H -0.28040 1.51605 -0.28673  0.25
11 H 0.22721 0.24837 2.33878  0.49
12 H 0.85579 1.53334 1.47984  0.36
13 H 2.24860 -0.46843 1.81134  0.37
14 H 2.40796 0.39221 0.28804  0.36
15 H 2.25041 -1.89738 0.02208  0.33
16 H -1.38447 -0.36314 -1.33891  0.40
17 H -1.24146 -1.25828 0.05577  0.37
18 H -0.01290 -0.92834 -1.02433  0.37
19 H 0.27654 0.00976 -3.32375  0.34
20 H 1.02910 -1.27070 -3.51817  0.33
21 O 0.15534 -0.94562 -3.27156  -0.67

Computed properties:
Maximum force (eV Å⁻¹): 2.1
Net charge: +1
Energy above the lowest of the compared OMol25 structures with the same formula, charge and spin (kJ/mol): 111.64
Highest occupied orbital energy (eV): -14.75

---

- What is the energy above the lowest of the compared OMol25 structures with the same formula, charge and spin in the third record?
  111.64 kJ/mol

---

- The highest maximum force belongs to which entry?
  C5H27NO10

---

Repeat the third record exactly.
DFT (the ωB97M-V functional and the def2-TZVPD basis) results for a 2-piece molecular cluster, C4H14NO2 overall at a distorted geometry.

Last column: Mulliken charge in e.
Element x y z (Å)
1 C -1.91487 1.07718 0.97752  -1.52
2 C -0.61826 0.67792 0.31599  0.24
3 C 0.53567 0.49585 1.34431  -0.80
4 C 1.74879 -0.23369 0.89448  -0.59
5 O 1.42611 -1.41850 0.15842  -0.58
6 N -0.80822 -0.53618 -0.50799  -0.21
7 H -2.77925 0.95737 0.33870  0.40
8 H -2.13924 0.36163 1.78347  0.41
9 H -1.98245 2.05059 1.46272  0.38
10 H -0.28040 1.51605 -0.28673  0.25
11 H 0.22721 0.24837 2.33878  0.49
12 H 0.85579 1.53334 1.47984  0.36
13 H 2.24860 -0.46843 1.81134  0.37
14 H 2.40796 0.39221 0.28804  0.36
15 H 2.25041 -1.89738 0.02208  0.33
16 H -1.38447 -0.36314 -1.33891  0.40
17 H -1.24146 -1.25828 0.05577  0.37
18 H -0.01290 -0.92834 -1.02433  0.37
19 H 0.27654 0.00976 -3.32375  0.34
20 H 1.02910 -1.27070 -3.51817  0.33
21 O 0.15534 -0.94562 -3.27156  -0.67

Computed properties:
Maximum force (eV Å⁻¹): 2.1
Net charge: +1
Energy above the lowest of the compared OMol25 structures with the same formula, charge and spin (kJ/mol): 111.64
Highest occupied orbital energy (eV): -14.75

---

- The highest maximum force belongs to which entry?
  C5H27NO10